Molecular formula: C51H62Cl2N3O6P2SSi2Tl
Method: DFT, ωB97M-V/def2-TZVPD

Computed properties:
Total charge   -2
2S+1   1
HOMO level (alpha / beta)   -2.254 / -2.254 eV
ΔE to the lowest compared entry with this formula, charge and spin   0.000 eV
HOMO-LUMO gap (alpha / beta)   0.21404 / 0.21402 Ha

XYZ file:
```
130
C51H62Cl2N3O6P2SSi2Tl ωB97M-V/def2-TZVPD
Tl 0.889 0.399 -1.234
C -4.012 0.053 -2.966
Si -3.113 1.629 -2.272
C -2.081 2.355 -3.654
C -4.466 2.959 -2.138
N -2.402 1.114 -0.818
P -1.728 1.723 0.506
C -0.120 1.681 0.705
P 1.317 2.344 1.074
N 2.475 2.208 -0.073
Si 3.814 2.897 -0.874
C 4.633 4.092 0.382
C 4.923 1.498 -1.422
C 3.271 3.721 -2.487
C 1.299 4.064 1.697
C 1.855 4.603 2.873
C 1.899 5.950 3.154
C 1.241 6.772 2.266
C 0.692 6.277 1.079
C 0.681 4.943 0.822
C 2.147 1.571 2.509
C 1.543 1.522 3.753
C 2.151 0.945 4.893
C 3.412 0.308 4.715
C 3.951 0.170 3.420
C 3.358 0.825 2.356
C -2.521 0.719 1.829
C -3.891 0.561 1.941
C -4.446 -0.154 2.981
C -3.599 -0.668 3.943
C -2.209 -0.564 3.860
C -1.705 0.138 2.784
C -2.361 3.353 0.858
C -2.354 4.321 -0.102
C -2.628 5.694 0.142
C -2.989 6.050 1.433
C -3.041 5.093 2.426
C -2.598 3.780 2.148
H -4.608 0.357 -3.829
H -4.586 -0.290 -2.134
H -3.402 -0.742 -3.288
H -2.843 2.537 -4.481
H -1.412 1.590 -4.072
H -1.600 3.279 -3.392
H -5.177 2.869 -2.984
H -4.128 4.017 -2.095
H -5.140 2.853 -1.227
H 4.582 3.672 1.382
H 4.035 5.008 0.418
H 5.641 4.435 0.192
H 5.371 1.044 -0.521
H 5.661 1.885 -2.122
H 4.271 0.724 -1.852
H 2.667 4.597 -2.288
H 2.683 3.015 -3.098
H 4.138 3.858 -3.209
H 2.396 4.011 3.570
H 2.481 6.267 4.001
H 1.254 7.860 2.447
H 0.150 6.963 0.491
H 0.217 4.549 -0.146
H 0.490 1.948 3.809
H 1.706 1.104 5.903
H 3.947 -0.131 5.511
H 4.808 -0.449 3.295
H 3.856 0.807 1.341
H -4.522 1.000 1.217
H -5.513 -0.168 3.083
H -4.030 -1.128 4.837
H -1.532 -0.999 4.636
H -0.610 0.456 2.698
H -2.073 4.062 -1.102
H -2.706 6.442 -0.640
H -3.426 7.030 1.619
H -3.346 5.297 3.402
H -2.580 3.105 2.973
Cl 0.334 -2.508 -4.395
C -0.470 -1.753 -5.759
C -1.776 -2.094 -5.896
C -2.556 -1.500 -6.879
C -1.944 -0.699 -7.798
C -0.583 -0.407 -7.691
Cl 0.067 0.653 -8.834
C 0.261 -0.921 -6.644
S 1.963 -0.667 -6.497
H -2.228 -2.781 -5.186
H -3.625 -1.726 -6.888
H -2.440 -0.131 -8.547
O -1.647 -1.630 -1.129
H -1.506 -1.867 -2.033
H -1.902 -0.654 -1.026
O 4.746 -4.283 -0.776
H 4.557 -3.596 -1.388
H 3.850 -4.408 -0.440
O -3.730 -2.808 0.719
H -3.339 -2.647 -0.143
H -3.115 -2.350 1.317
O 3.444 -1.930 -3.437
H 3.634 -2.579 -4.130
H 2.902 -1.339 -4.000
C -1.093 -6.437 2.634
O -1.024 -5.079 2.286
C -0.049 -4.374 2.895
C 0.311 -4.644 4.217
C 1.283 -3.841 4.809
C 1.860 -2.786 4.137
C 1.469 -2.551 2.857
C 0.538 -3.375 2.172
N 0.144 -3.103 0.818
C -0.067 -3.933 -0.215
C 0.402 -5.220 -0.470
C -0.189 -5.790 -1.570
C 0.131 -7.060 -2.050
C 1.177 -7.757 -1.412
C 1.830 -7.187 -0.345
C 1.531 -5.918 0.203
O 2.139 -5.385 1.189
H -1.741 -6.913 1.838
H -1.620 -6.588 3.619
H -0.211 -7.040 2.713
H -0.144 -5.471 4.813
H 1.552 -4.106 5.752
H 2.571 -2.106 4.614
H 1.845 -1.693 2.371
H -0.312 -2.251 0.695
H -0.578 -3.509 -1.087
H -0.913 -5.223 -2.229
H -0.394 -7.376 -2.954
H 1.467 -8.711 -1.724
H 2.774 -7.631 0.043
```